Density functional theory data (ωB97M-V/def2-TZVPD) for a molecular structure, C44H80F12O22S4Zr at a distorted geometry.

Geometry as XYZ:
```
163
Properties=species:S:1:pos:R:3:forces:R:3
Zr -2.7641 -0.5671 4.5046 -0.015 -0.128 -0.274
C -8.4751 -2.8480 5.8452 1.377 -0.245 0.975
F -9.4250 -2.1055 6.4377 0.462 -0.895 -1.268
F -7.6816 -3.3238 6.8223 -0.143 0.631 -0.471
F -8.8850 -3.9254 5.1773 -0.641 1.245 0.051
S -7.3861 -1.7599 4.6704 1.076 2.275 -3.164
O -6.5576 -0.7706 5.3832 -1.610 1.481 2.003
O -6.1807 -2.4593 4.2201 -0.007 -3.012 -0.780
O -8.1794 -1.2417 3.5465 0.249 -1.235 2.612
C -0.0710 0.6667 -0.7950 -0.717 0.307 0.792
F -1.1374 1.4847 -0.6776 0.950 -0.349 0.318
F -0.3046 -0.0940 -1.8509 0.541 -0.200 0.203
F 1.0470 1.3863 -0.9575 -0.839 -0.688 0.209
S 0.0423 -0.4465 0.8161 1.167 -1.975 1.439
O 1.2151 -1.3238 0.7050 -1.918 1.799 -0.714
O -0.0388 0.3306 2.0462 1.829 2.800 0.878
O -1.2510 -1.0755 1.0824 -1.624 -1.769 -2.269
C -2.9981 -5.8404 7.4150 -0.324 -0.811 0.409
F -4.1066 -5.8280 6.6428 1.256 -0.018 0.710
F -3.3747 -6.0574 8.7150 0.551 0.439 -1.747
F -2.1822 -6.8724 7.0381 -1.080 1.634 0.391
S -2.0905 -4.1645 7.3022 2.224 2.243 -1.014
O -1.6343 -3.8456 5.9412 1.126 -2.192 -1.783
O -2.9911 -3.0376 7.3517 -3.099 0.763 2.229
O -1.0272 -4.1644 8.2684 -0.837 -1.107 0.114
C -5.6033 4.7951 3.5122 1.548 -0.096 1.693
F -6.3194 4.2070 4.4585 -0.630 -0.630 -0.660
F -6.2032 4.8745 2.3503 0.042 -0.174 0.272
F -5.3218 5.9993 4.0115 0.097 0.203 -0.817
S -3.9119 3.8518 3.4343 2.432 -1.979 0.027
O -3.5735 3.1571 4.7061 -0.415 1.952 1.673
O -4.0411 2.5646 2.7324 -1.349 -0.127 -2.448
O -2.9182 4.7592 2.9085 -1.466 -0.148 0.501
C -3.2057 -8.9021 2.3794 -1.374 -0.477 -0.472
C -1.7094 -8.6516 2.1498 0.080 -0.772 0.519
C -1.6078 -7.1502 1.9778 -0.222 -0.142 -0.591
O -2.9015 -6.6579 2.2627 0.547 1.679 0.496
C -3.8716 -7.6114 1.9093 0.582 0.426 0.470
H -3.5084 -9.0691 3.4131 0.510 0.152 0.188
H -3.6514 -9.7446 1.8507 0.414 -0.220 -0.219
H -1.3052 -9.1719 1.2815 -0.161 -0.110 0.042
H -1.1358 -8.9625 3.0230 0.002 -0.167 -0.065
H -1.3580 -6.9178 0.9426 0.124 0.165 -0.203
H -0.8348 -6.7211 2.6154 -0.396 0.320 0.153
H -4.0778 -7.5447 0.8410 0.041 -0.340 -0.307
H -4.7628 -7.2805 2.4425 -0.151 -0.475 0.012
C -5.8193 -0.7415 -3.6525 -0.329 0.790 0.527
C -4.9961 -2.0056 -3.8578 0.600 -0.573 -0.135
C -5.0966 -2.7667 -2.5131 -1.672 0.134 -1.114
O -5.4172 -1.7887 -1.5835 0.881 1.276 1.745
C -6.2559 -0.7984 -2.1646 0.446 -0.642 -0.462
H -6.6490 -0.6710 -4.3559 -0.146 -0.132 0.196
H -5.2777 0.1985 -3.7583 0.398 -0.245 -0.315
H -3.9522 -1.7967 -4.0918 0.005 0.133 0.024
H -5.3912 -2.5958 -4.6846 0.045 -0.090 0.045
H -4.2548 -3.3983 -2.2295 0.064 0.411 0.131
H -6.0163 -3.3516 -2.5086 0.098 -0.992 -0.601
H -6.0622 0.1288 -1.6254 -0.172 -0.044 -0.054
H -7.3006 -1.0890 -2.0546 -0.200 -0.016 0.037
C 1.8381 -4.4572 -5.8711 -0.318 1.171 1.126
C 2.1600 -5.7458 -6.5381 0.063 -1.189 -1.203
C 2.5825 -6.6342 -5.3831 -0.029 -0.075 -0.390
O 1.6632 -6.3052 -4.3898 -0.885 -0.169 1.286
C 1.3885 -4.9148 -4.4159 0.630 0.424 -1.222
H 1.0730 -3.8426 -6.3453 -0.128 -0.281 -0.142
H 2.7142 -3.8098 -5.8334 0.140 -0.048 0.276
H 2.8728 -5.7574 -7.3627 0.343 0.520 0.193
H 1.2691 -6.1580 -7.0119 -0.251 -0.216 0.273
H 3.5928 -6.4351 -5.0255 0.361 0.184 -0.157
H 2.5088 -7.7011 -5.5934 -0.083 0.013 0.011
H 1.9550 -4.3717 -3.6594 0.219 -0.085 0.135
H 0.3352 -4.7334 -4.2024 -0.057 -0.239 -0.179
C 6.0635 -1.0880 -2.1516 0.268 -0.682 1.132
C 6.6015 -2.5069 -2.4209 -1.111 -0.356 0.818
C 7.1595 -2.4709 -3.8146 -0.206 1.152 1.174
O 7.5660 -1.1054 -3.8703 1.163 1.634 -1.139
C 7.1577 -0.2497 -2.7400 -0.215 -1.478 -1.336
H 6.0041 -0.9021 -1.0792 -0.322 -0.089 0.079
H 5.0728 -0.9605 -2.5878 0.152 0.255 -0.193
H 5.8269 -3.2564 -2.2587 0.125 -0.162 0.084
H 7.4465 -2.6910 -1.7574 -0.134 -0.122 0.244
H 6.4571 -2.6784 -4.6219 -0.077 -0.056 0.005
H 8.0044 -3.1592 -3.8357 0.212 0.206 -0.541
H 6.8123 0.7308 -3.0679 0.149 -0.145 -0.495
H 8.0177 -0.1018 -2.0868 -0.020 -0.159 0.173
C 6.8029 -4.5694 4.4874 0.451 -1.210 -2.192
C 6.0697 -5.1932 5.5872 -0.535 0.222 2.481
C 6.4267 -4.2473 6.7876 0.194 -0.535 -1.407
O 6.7112 -2.9657 6.1602 -0.029 -0.369 0.984
C 6.6487 -3.1086 4.7523 -0.074 -0.066 -0.200
H 6.3565 -4.9274 3.5596 -0.199 0.515 -0.361
H 7.8290 -4.9111 4.3519 0.316 0.275 0.635
H 6.2732 -6.2358 5.8312 0.068 0.036 -0.196
H 5.0048 -5.0679 5.3915 -0.153 -0.237 0.059
H 7.3448 -4.5862 7.2675 -0.038 0.009 0.227
H 5.5973 -4.2436 7.4947 0.124 0.597 0.096
H 7.4507 -2.5840 4.2330 -0.164 0.556 0.338
H 5.6582 -2.7685 4.4500 0.023 0.217 -0.462
C 2.0173 6.8447 -4.0279 0.818 0.162 0.042
C 3.5308 6.7637 -3.6613 0.014 -0.574 0.253
C 3.8960 8.1306 -3.1243 -1.273 -0.158 -0.093
O 2.9107 8.9809 -3.7315 -0.840 0.725 -1.204
C 1.9119 8.2478 -4.6018 1.462 -0.124 1.547
H 1.4103 6.8001 -3.1237 0.029 -0.181 0.037
H 1.7032 6.0663 -4.7231 0.034 -0.017 0.062
H 4.1641 6.5872 -4.5307 -0.258 -0.278 -0.207
H 3.7507 6.0024 -2.9129 -0.076 -0.233 -0.162
H 4.9370 8.4135 -3.2806 -0.060 0.278 -0.932
H 3.8377 8.2091 -2.0387 -0.653 -0.091 0.229
H 2.1493 8.2779 -5.6652 0.543 0.202 0.040
H 0.9178 8.6824 -4.4975 0.252 0.284 0.395
C 4.6427 5.5968 3.4282 0.037 0.457 -0.223
C 5.8822 5.3522 2.5697 1.375 0.431 1.424
C 5.6868 3.9640 2.0113 -0.846 0.714 -0.497
O 4.2917 3.7032 2.2227 0.788 -2.715 -0.151
C 3.6325 4.8314 2.6307 -1.340 1.226 -0.482
H 4.4285 6.6507 3.6058 -0.085 -0.047 -0.129
H 4.6792 5.0896 4.3923 0.440 0.072 0.104
H 6.7784 5.3659 3.1899 0.132 0.140 0.047
H 6.0646 6.0977 1.7958 -0.458 0.046 -0.014
H 6.3041 3.1940 2.4742 -0.217 -0.040 -0.001
H 5.8907 4.0462 0.9437 0.017 -0.634 -0.201
H 2.7143 4.6285 3.1820 0.138 -0.568 0.200
H 3.2803 5.3055 1.7146 0.012 0.912 -0.084
C -4.6078 7.7146 -2.6289 -0.602 0.796 1.018
C -4.8686 6.7158 -3.6980 -0.126 -1.611 0.477
C -4.2026 7.3564 -4.8812 0.265 -0.920 0.966
O -4.4683 8.7364 -4.6813 0.070 0.689 -1.542
C -4.9671 8.9834 -3.3915 -0.250 -0.504 1.031
H -3.5694 7.7744 -2.3026 0.173 -0.323 -0.214
H -5.2020 7.4985 -1.7410 -0.132 0.371 0.057
H -5.9270 6.5574 -3.9047 -0.295 0.542 0.121
H -4.5779 5.7232 -3.3538 0.687 -0.129 -0.539
H -4.5930 6.8754 -5.7781 0.098 0.855 -0.470
H -3.1281 7.2028 -4.7811 0.215 -0.071 -0.465
H -6.0538 9.0681 -3.3992 -0.222 0.260 -0.166
H -4.5439 9.8909 -2.9609 0.129 0.039 -0.273
C 2.6956 1.1853 8.1214 1.836 1.393 0.539
C 1.7710 1.3395 9.2889 -0.161 0.576 0.162
C 0.4167 1.0857 8.6728 0.346 -1.348 -0.790
O 0.6934 0.4177 7.3589 -0.094 0.238 0.749
C 2.1052 0.1191 7.3016 -0.170 0.138 -0.165
H 3.6781 0.9991 8.5551 0.280 -0.329 -0.529
H 2.7813 2.1244 7.5747 -0.152 0.075 -0.114
H 1.9091 2.3503 9.6727 -0.311 -0.139 0.385
H 1.9860 0.5999 10.0603 0.041 0.118 0.057
H -0.1552 1.9997 8.5125 -0.184 -0.298 -0.151
H -0.0744 0.3191 9.2722 -0.648 0.409 -0.048
H 2.4409 0.1509 6.2651 -0.230 -0.188 0.001
H 2.4363 -0.8002 7.7846 -0.748 -0.691 -0.260
C -2.0479 0.6819 -9.7470 -0.225 -1.060 0.294
C -2.4604 1.4130 -10.9665 0.507 0.068 -2.074
C -2.8994 2.7701 -10.4721 -0.888 0.158 0.480
O -3.0952 2.6142 -9.0353 -0.359 0.529 -1.051
C -2.1167 1.7053 -8.6302 0.531 -0.793 0.169
H -1.1156 0.1405 -9.9082 0.009 0.040 0.460
H -2.8677 -0.0232 -9.6097 0.344 -0.405 0.613
H -3.1657 0.8069 -11.5350 -0.479 0.436 0.102
H -1.6159 1.4920 -11.6512 0.095 0.370 -0.075
H -3.8418 3.1473 -10.8692 0.024 -0.128 -0.004
H -2.1255 3.4904 -10.7373 0.140 0.294 0.509
H -2.4128 1.1346 -7.7501 -0.066 0.710 0.436
H -1.1902 2.2568 -8.4705 0.367 -0.220 0.149
```
Forces are in eV/Å.

As for the energy: -169173.034 eV. The calculation puts the HOMO-LUMO gap at 2.094 eV. The HOMO energy comes out at -0.3483 Eh.

Results of the Mulliken charge analysis, in e, for atoms 1 through 99:
1 Zr 1.975
2 C 0.603
3 F -0.166
4 F -0.190
5 F -0.162
6 S 1.101
7 O -0.532
8 O -0.488
9 O -0.536
10 C 0.606
11 F -0.193
12 F -0.182
13 F -0.169
14 S 1.093
15 O -0.537
16 O -0.578
17 O -0.554
18 C 0.580
19 F -0.172
20 F -0.192
21 F -0.188
22 S 1.149
23 O -0.599
24 O -0.615
25 O -0.556
26 C 0.642
27 F -0.191
28 F -0.169
29 F -0.193
30 S 1.087
31 O -0.589
32 O -0.528
33 O -0.545
34 C -0.501
35 C -0.430
36 C -0.396
37 O -0.357
38 C -0.441
39 H 0.229
40 H 0.317
41 H 0.291
42 H 0.230
43 H 0.248
44 H 0.271
45 H 0.269
46 H 0.269
47 C -0.414
48 C -0.472
49 C -0.465
50 O -0.354
51 C -0.437
52 H 0.304
53 H 0.199
54 H 0.228
55 H 0.289
56 H 0.330
57 H 0.267
58 H 0.263
59 H 0.264
60 C -0.498
61 C -0.504
62 C -0.411
63 O -0.405
64 C -0.307
65 H 0.302
66 H 0.209
67 H 0.354
68 H 0.231
69 H 0.257
70 H 0.291
71 H 0.229
72 H 0.252
73 C -0.494
74 C -0.611
75 C -0.277
76 O -0.438
77 C -0.357
78 H 0.296
79 H 0.274
80 H 0.368
81 H 0.254
82 H 0.236
83 H 0.234
84 H 0.253
85 H 0.262
86 C -0.562
87 C -0.542
88 C -0.429
89 O -0.400
90 C -0.322
91 H 0.309
92 H 0.287
93 H 0.344
94 H 0.230
95 H 0.279
96 H 0.281
97 H 0.278
98 H 0.250
99 C -0.488